Arrangement A

{"formula": "C4H9NO2S2", "method": "the ωB97M-V functional and the def2-TZVPD basis", "molar_mass_da": 167.26, "orbital_gap_ev": 8.422, "lumo_ev": 0.4383, "spin_multiplicity": 1, "species": ["C", "C", "C", "C", "N", "O", "O", "S", "S", "H", "H", "H", "H", "H", "H", "H", "H", "H"], "coordinates": [[1.3040, -0.3898, 0.9948], [1.9169, 2.5130, 2.6160], [-1.3845, -2.2520, -0.8977], [-1.1549, -1.0218, -0.3443], [-0.3202, -0.1367, -0.7660], [1.2979, -1.3636, 1.6017], [-0.2933, 1.9774, 1.0296], [-3.2266, -2.5384, -1.0361], [0.4337, 1.3489, 2.3755], [2.3098, 2.1465, 3.5104], [1.5501, 3.5254, 2.6712], [2.6272, 2.5025, 1.7259], [-0.9940, -2.5884, -1.8983], [-1.0423, -3.0013, -0.1524], [-1.9131, -0.6192, 0.3708], [0.5396, -0.4371, -1.3176], [-0.1937, 1.2034, 0.4468], [-3.4014, -1.3494, -1.7008]]}



Arrangement B

{"formula": "C4H9NO2S2", "method": "the ωB97M-V functional and the def2-TZVPD basis", "molar_mass_da": 167.26, "orbital_gap_ev": 8.450, "lumo_ev": 0.2339, "spin_multiplicity": 1, "species": ["C", "C", "C", "C", "N", "O", "O", "S", "S", "H", "H", "H", "H", "H", "H", "H", "H", "H"], "coordinates": [[1.9889, 0.5620, -0.7324], [0.1695, -1.7839, -0.3750], [-0.4497, 0.0983, 1.1762], [0.1289, -0.2753, -0.2192], [-0.6876, 0.5325, -1.2333], [2.6152, 0.6985, 0.2556], [1.9142, 0.7775, -1.9155], [-0.1118, 1.8876, 1.4973], [-2.2637, -0.3551, 1.1357], [1.0836, -2.1302, -0.9410], [-0.6531, -2.3040, -0.7850], [0.2394, -2.2151, 0.5823], [-0.0501, -0.3248, 2.1208], [-1.6370, 0.1496, -1.5345], [0.0434, 0.8310, -1.9603], [-0.9019, 1.3577, -0.6632], [1.2880, 2.0101, 1.4221], [-2.7161, 0.4836, 2.1696]]}



If you had to bet on the most stable structure above, which would it be? Bet on arrangement B.